The following is a quantum chemistry calculation of a structure of composition C46H48N3SbYb in a non-equilibrium geometry, from the OMol25 dataset.

The geometry in XYZ format:
```
99
Properties=species:S:1:pos:R:3:forces:R:3
Yb -1.09943 0.21152 1.11577 0.5582 1.7914 -1.5672
N -0.71184 -1.93446 1.29482 -0.8660 -3.2186 1.1340
N -0.11572 -2.59762 -1.72313 -1.5384 2.3652 -2.1340
C 1.44470 1.56238 -0.49284 0.1333 -0.2742 0.9776
C 2.29951 0.48541 -0.16395 -0.6531 0.4196 0.4430
C 2.08535 0.14210 1.18913 -0.3542 0.9152 -0.2922
C 2.70041 -0.99047 1.91814 0.2496 -0.2974 0.3661
H 3.47637 -1.47675 1.31558 -0.1595 0.0229 0.1407
H 1.94779 -1.75165 2.16996 0.1908 -0.0022 -0.0245
H 3.16473 -0.65061 2.85493 -0.0121 -0.1633 -0.0684
C 1.16328 1.07041 1.73903 0.0905 -0.3447 -0.9410
C 0.62955 1.09353 3.12592 0.4891 0.3099 0.5566
H 1.11177 1.88996 3.71613 -0.2246 -0.1619 0.0999
H 0.81309 0.14459 3.64754 -0.1053 0.1295 -0.0226
H -0.45329 1.33140 3.18962 0.0751 -0.1088 0.1522
C 0.73386 1.93553 0.67441 0.6369 -0.8630 -0.0748
C -0.29737 2.99120 0.79170 -0.0070 0.7412 -0.0026
H -1.29193 2.66187 1.17170 0.2431 0.2457 -0.0312
H -0.48493 3.45946 -0.18100 -0.0148 -0.0097 0.1355
H 0.05316 3.77174 1.48070 -0.3312 0.1011 -0.0462
C 3.20707 -0.23263 -1.09090 0.1471 -0.3645 -0.2369
H 4.11547 -0.56249 -0.57023 -0.0816 0.0176 -0.1821
H 3.51511 0.39549 -1.93529 -0.0074 -0.0844 0.1038
H 2.71032 -1.12798 -1.49396 0.1620 0.0225 -0.0220
C 1.31220 2.23884 -1.80126 -0.1877 0.2411 -0.5138
H 0.33372 2.02273 -2.25935 0.2782 0.1844 -0.0332
H 2.08113 1.90304 -2.50736 -0.1544 0.0961 0.0725
H 1.40365 3.33068 -1.69189 -0.0160 -0.1657 -0.1539
C -1.53637 -1.94223 2.37825 -0.0732 -1.2057 0.1903
H -1.55363 -1.02485 3.01159 -0.1439 -0.5525 -0.0346
C -2.33395 -3.04175 2.72629 -0.1375 0.5156 0.3405
H -2.91115 -3.03999 3.65281 0.0578 0.2674 -0.3056
C -2.40676 -4.14180 1.87231 0.4859 0.1316 0.2405
H -3.06983 -4.97912 2.08417 0.0401 0.2174 0.0377
C -1.53912 -4.18038 0.79584 0.1364 0.5715 0.3861
H -1.51305 -5.02357 0.10632 0.1145 0.3437 0.1824
C -0.62302 -3.11940 0.58073 -0.4928 0.7789 -0.8116
C 0.27656 -3.17934 -0.54777 1.7610 -2.3337 1.3817
H 1.34557 -3.40171 -0.43108 -0.4766 0.5124 0.2303
C -0.39325 -1.21926 -1.83218 0.9835 -1.4641 -0.4402
C -0.34563 -3.26302 -2.96052 0.1717 0.6256 1.6916
H -0.24019 -4.32904 -3.03698 -0.0634 -0.0348 0.0649
C -0.67099 -2.31914 -3.84263 0.4810 0.6624 -0.5090
H -0.92258 -2.39754 -4.88375 0.1177 0.1327 -0.1723
N -0.57919 -1.08171 -3.18203 -0.9085 -0.5149 -0.0449
C -0.48651 0.13609 -3.91163 -0.2884 0.1329 -0.4768
C 0.66878 0.33988 -4.68730 -0.4526 0.4917 0.1150
C 0.74176 1.48979 -5.47982 -0.4831 -0.0303 0.1074
H 1.63226 1.68463 -6.09125 -0.3351 -0.1315 0.2893
C -0.33117 2.38384 -5.53233 -0.0360 -0.2533 0.3452
C -0.26558 3.58308 -6.42278 0.0242 0.1705 -0.1137
H -0.27627 4.51301 -5.84269 0.0191 -0.1080 -0.1191
H -1.12477 3.59706 -7.10211 0.1566 0.0922 0.0124
H 0.65569 3.54105 -7.00637 -0.1117 0.1994 -0.0838
C -1.47786 2.14926 -4.76570 0.1942 -0.3145 0.1368
H -2.32689 2.83958 -4.83972 0.3171 -0.2382 0.0744
C -1.57294 1.02175 -3.93984 0.3679 0.0579 -0.4847
C -2.83079 0.71516 -3.18434 -0.5198 0.1759 0.1956
H -3.23486 -0.27557 -3.44117 0.2789 0.1795 0.1612
H -3.60695 1.44816 -3.44199 0.1890 -0.1074 0.0953
H -2.69034 0.75450 -2.09101 0.0382 -0.1090 -0.4038
C 1.80360 -0.62890 -4.66010 0.6558 -0.2627 -0.0768
H 1.52006 -1.61160 -5.06381 0.0580 0.2469 0.2386
H 2.19399 -0.77169 -3.63985 -0.2600 -0.0459 -0.2972
H 2.63056 -0.25240 -5.27916 -0.1997 -0.0546 0.1652
C -6.76870 5.12957 4.22609 0.2492 -0.1959 -0.0794
C -6.92112 3.81771 4.68764 0.0322 -0.1044 -0.2513
C -6.12492 2.78496 4.17077 -0.0749 0.8087 0.0967
C -5.13317 3.08244 3.23099 -0.5689 0.2093 0.3744
C -5.01927 4.38002 2.71301 -0.4587 0.0594 0.6890
C -5.82236 5.40741 3.23138 -0.0081 -0.2891 -0.1363
Sb -3.42280 1.75092 2.94808 1.3987 -0.9378 -0.5319
C -2.43612 2.82799 4.62507 -0.9531 0.1482 -0.6343
C -1.41876 3.74291 4.33207 0.3630 0.0913 0.4397
C -0.75967 4.42111 5.36521 -0.2462 -0.1224 -0.0795
C -1.16917 4.25376 6.69200 -0.1346 -0.2124 -0.1240
C -2.25248 3.41252 6.97458 0.0754 -0.0684 -0.3756
C -2.89257 2.70938 5.93945 0.4279 0.2376 0.5742
C -4.26567 -0.07725 3.77527 -0.0475 1.0526 -0.2057
C -3.96596 -0.49721 5.07246 -0.4784 -0.5444 0.3581
C -4.67694 -1.56537 5.63677 0.2475 0.0783 -0.2738
C -5.63111 -2.25615 4.88003 0.0366 0.0932 -0.0778
C -5.85971 -1.88595 3.54885 0.3291 -0.0096 -0.0253
C -5.16852 -0.80353 2.98935 -0.3176 -0.4954 0.3672
H -7.37662 5.93394 4.64421 0.1685 -0.2194 -0.1068
H -7.64901 3.58825 5.46572 0.0554 0.1126 -0.1628
H -6.26358 1.76666 4.54289 0.1638 0.2225 -0.0645
H -4.27807 4.61299 1.94226 -0.0758 -0.1178 0.2383
H -5.69185 6.42874 2.86660 -0.1141 -0.2497 0.0773
H -1.11915 3.95646 3.30229 -0.0709 -0.2812 0.3145
H 0.07200 5.08579 5.12418 -0.2477 -0.1027 0.0835
H -0.65313 4.78061 7.49642 -0.1599 -0.1397 -0.2064
H -2.60030 3.29738 8.00180 0.0611 0.0481 -0.2175
H -3.74946 2.07599 6.19211 0.2814 0.2150 -0.1683
H -3.18759 -0.00440 5.66041 -0.3157 -0.0453 -0.2029
H -4.47296 -1.85711 6.66806 -0.0587 0.0022 -0.2495
H -6.17874 -3.09168 5.32140 0.1301 0.2672 -0.1354
H -6.57437 -2.44544 2.94188 0.1803 0.1372 0.1682
H -5.34114 -0.53468 1.94319 -0.0756 0.0618 0.3848
```
Forces are in eV/Å.

Computed properties:
Energy above the lowest of the compared OMol25 structures with the same formula, charge and spin: 36.6 kcal per mole
Total energy: -91013.4739 eV
Spin multiplicity: 2
Kohn-Sham gap (spin up / spin down): 0.1399 / 0.1840 Eh
HOMO energy (spin up / spin down): -1.314 / -2.669 eV
Charge: -1
LUMO energy (spin up / spin down): 2.4937 / 2.3382 eV